Model 1:
Density functional theory data (wB97M-V/def2-TZVPD) for an isolated ion of composition C7H15N2 and charge +1.

XYZ file:
```
24
C7H15N2 | the Open Molecules 2025 dataset | wB97M-V/def2-TZVPD
H 2.650 0.011 0.666
N 0.014 -0.338 0.951
C 2.597 0.308 -0.441
C 1.510 -1.675 -1.525
H 3.482 -0.115 -0.763
N 0.413 0.347 -1.512
H 2.255 -2.313 -1.174
C -2.384 -0.481 0.297
H -2.889 -0.576 1.261
H -3.103 -0.010 -0.332
H -2.101 2.481 0.953
H 0.470 0.112 1.649
H -2.239 -1.459 -0.217
H -0.242 2.245 1.306
H 2.516 1.338 -0.520
C -1.297 1.679 1.144
H 0.512 -2.147 -1.607
C -1.070 0.434 0.343
H 1.762 -1.668 -2.663
C 1.417 -0.351 -1.020
C -0.687 0.773 -1.096
H -0.301 -1.318 1.264
H -1.305 1.453 -1.675
H -1.512 1.163 2.170
```

- structure (SMILES) = CC(C)=[N+]=CC(C)(C)N
- E_HOMO (eV) = -14.3603
- charge = +1

In the Mulliken picture, each atom carries the following charge in e:
1 H 0.326
2 N -0.511
3 C -1.557
4 C -1.419
5 H 0.480
6 N -0.176
7 H 0.437
8 C -1.605
9 H 0.384
10 H 0.446
11 H 0.338
12 H 0.227
13 H 0.422
14 H 0.313
15 H 0.403
16 C -1.332
17 H 0.319
18 C 1.319
19 H 0.354
20 C 1.386
21 C -0.654
22 H 0.249
23 H 0.487
24 H 0.364

=====

Model 2:
Density functional theory data (wB97M-V/def2-TZVPD) for an isolated ion of composition C7H15N2 and charge +1.

XYZ file:
```
24
C7H15N2 | the Open Molecules 2025 dataset | wB97M-V/def2-TZVPD
H -0.744 1.786 1.566
C 1.729 0.105 0.161
H 1.914 0.614 -1.940
H -1.113 -2.414 0.917
C -1.890 0.144 0.635
H 0.926 1.565 -1.051
H -1.074 2.081 0.013
H 3.129 0.709 1.530
C -1.566 1.640 0.851
H -2.434 2.201 1.120
H -0.933 -2.808 -0.636
H -2.432 -2.358 -0.054
C -0.178 -0.402 -1.454
H -2.158 -0.336 1.618
C 3.142 0.429 0.503
H 3.657 -0.468 0.460
H -0.685 0.099 -2.349
C 1.118 0.437 -1.163
H -2.883 0.162 0.215
C -0.975 -0.604 -0.215
H 3.613 1.247 -0.114
N -1.327 -2.066 0.016
N 0.998 -0.354 1.072
H 0.168 -1.409 -1.700
```

- E_HOMO (alpha / beta) (eV) = -12.4280 / -12.8793
- charge = +1

In the Mulliken picture, each atom carries the following charge in e:
1 H 0.332
2 C 0.964
3 H 0.417
4 H 0.362
5 C -0.451
6 H 0.249
7 H 0.300
8 H 0.386
9 C -1.363
10 H 0.416
11 H 0.409
12 H 0.413
13 C -0.514
14 H 0.354
15 C -1.188
16 H 0.311
17 H 0.249
18 C -0.841
19 H 0.435
20 C 0.154
21 H 0.357
22 N -0.433
23 N -0.615
24 H 0.298

=====

Most stable of them? model 1.

=====

Model 1:
Density functional theory data (wB97M-V/def2-TZVPD) for a 6-piece molecular cluster, C6H23NO7 overall.

XYZ file:
```
37
C6H23NO7 | the Open Molecules 2025 dataset | wB97M-V/def2-TZVPD
H -1.082 -0.565 -0.253
C -1.477 3.661 -1.257
H -3.977 0.767 1.189
H 1.314 -0.512 0.818
H -2.372 1.325 1.504
H -1.142 -3.234 -1.101
H -3.176 0.330 2.747
H 3.211 1.877 2.967
O -2.758 1.730 -1.332
H 0.032 0.211 -1.438
H -1.091 -4.844 -1.677
H 2.028 -0.896 -1.360
O -1.101 -4.739 0.359
H -0.601 -4.339 1.074
H -4.063 2.899 1.989
H 2.840 -0.449 3.111
H 4.209 -1.706 -0.962
H 2.997 -2.828 -1.634
H 2.256 1.730 1.459
N -2.380 2.701 -1.952
C 3.573 -1.919 -1.828
H -1.187 3.279 -0.284
H 0.379 -4.149 -1.038
H 3.879 1.100 1.569
O -2.660 2.948 -3.098
H -0.602 3.816 -1.878
O 2.702 -0.836 -2.077
C -0.700 -4.211 -0.878
O -3.859 2.244 2.662
H -2.063 4.568 -1.128
O 0.948 -0.927 0.023
H 4.258 -2.157 -2.641
O 2.308 -0.010 2.437
H -0.144 0.873 0.168
C 2.948 1.226 2.132
C -3.325 1.104 2.001
C -0.120 -0.068 -0.391
```

- structure (SMILES) = C[N+](=O)[O-].CO.CO.CO.CO.CO
- E_HOMO (eV) = -9.7050

In the Mulliken picture, each atom carries the following charge in e:
1 H 0.266
2 C -0.751
3 H 0.233
4 H 0.298
5 H 0.038
6 H 0.148
7 H 0.302
8 H 0.320
9 O -0.480
10 H 0.284
11 H 0.291
12 H 0.477
13 O -0.510
14 H 0.293
15 H 0.287
16 H 0.276
17 H 0.213
18 H 0.130
19 H 0.162
20 N 0.887
21 C -0.522
22 H 0.260
23 H 0.129
24 H 0.271
25 O -0.535
26 H 0.303
27 O -0.577
28 C -0.349
29 O -0.527
30 H 0.318
31 O -0.512
32 H 0.271
33 O -0.538
34 H 0.141
35 C -0.529
36 C -0.317
37 C -0.454

=====

Model 2:
Density functional theory data (wB97M-V/def2-TZVPD) for a 7-piece molecular cluster, C6H23NO7 overall.

XYZ file:
```
37
C6H23NO7 | the Open Molecules 2025 dataset | wB97M-V/def2-TZVPD
O 1.828 -2.583 -0.784
H -3.472 -2.380 -1.405
H 3.783 -0.740 1.202
O 3.428 -1.527 0.720
H -2.979 0.093 2.657
H 1.534 2.751 -1.692
N 1.894 0.187 -0.753
H -3.639 -0.689 -0.596
H 0.145 0.737 -2.717
H 2.509 2.522 2.909
C 0.875 2.387 -0.828
H -0.075 -0.851 -1.951
C -0.316 0.272 -1.859
H 1.364 3.099 2.273
O -1.081 2.129 1.704
H -0.547 2.429 1.029
H -0.026 0.752 0.182
O -0.127 -2.391 2.181
H 3.784 -1.484 -0.181
O -3.228 -0.756 3.077
H 0.746 -2.676 2.458
O 1.592 2.326 2.825
H 2.248 0.257 -1.797
C 0.547 0.826 -0.739
H 0.179 -1.789 1.437
C -2.616 -0.595 -2.291
H -0.576 1.689 2.264
C -3.336 -1.261 -1.374
C -1.769 0.615 -1.832
H 2.561 -2.867 -1.281
H -2.512 -1.204 3.068
H 1.838 -0.864 -0.540
H -2.108 1.028 -0.793
H -2.271 -0.900 -3.306
H -1.965 1.498 -2.508
O 0.534 3.215 -0.026
H 1.258 -3.256 -0.734
```

- structure (SMILES) = C=CCC[C@@H](N)C=O.O.O.O.O.O.O
- E_HOMO (eV) = -9.2834

In the Mulliken picture, each atom carries the following charge in e:
1 O -0.507
2 H 0.214
3 H 0.309
4 O -0.615
5 H 0.322
6 H 0.222
7 N -0.568
8 H 0.381
9 H 0.361
10 H 0.281
11 C -0.136
12 H 0.229
13 C -0.695
14 H 0.309
15 O -0.649
16 H 0.286
17 H 0.140
18 O -0.650
19 H 0.303
20 O -0.604
21 H 0.321
22 O -0.596
23 H 0.303
24 C 0.379
25 H 0.334
26 C -0.364
27 H 0.291
28 C -0.710
29 C -0.397
30 H 0.234
31 H 0.265
32 H 0.365
33 H 0.240
34 H 0.321
35 H 0.346
36 O -0.477
37 H 0.213

=====

Most stable of them? model 2.

=====

Model 1:
Density functional theory data (wB97M-V/def2-TZVPD) for a 2-piece molecular cluster, C3H4O3 overall.

XYZ file:
```
10
C3H4O3 | the Open Molecules 2025 dataset | wB97M-V/def2-TZVPD
H -1.055 -1.293 0.517
H 2.881 1.955 -0.486
C -1.023 -0.558 -0.125
O 2.466 1.641 0.321
H -1.468 0.283 0.269
H -1.387 -0.691 -1.112
C 1.084 -0.545 -0.044
C 1.998 0.414 0.099
O 3.013 -0.580 -0.030
O 1.970 -1.527 -0.213
```

- E_HOMO (alpha / beta) (eV) = -4.9029 / -10.2586
- spin multiplicity = 3

In the Mulliken picture, each atom carries the following charge in e:
1 H 0.415
2 H 0.367
3 C -1.254
4 O -0.463
5 H 0.385
6 H 0.340
7 C -0.208
8 C 0.752
9 O -0.192
10 O -0.141

=====

Model 2:
Density functional theory data (wB97M-V/def2-TZVPD) for one molecule with the formula C3H4O3.

XYZ file:
```
10
C3H4O3 | the Open Molecules 2025 dataset | wB97M-V/def2-TZVPD
C 1.113 0.586 -0.020
H 1.494 2.391 -0.474
H -0.481 -1.081 0.404
O -0.194 0.773 -0.158
H -2.013 0.035 0.087
H 1.193 -1.505 0.458
C 1.746 -0.683 0.141
O 1.898 1.630 0.020
O 2.896 -0.870 -0.092
C -0.975 -0.174 0.113
```

- E_HOMO (alpha / beta) (eV) = -7.1444 / -9.5769
- spin multiplicity = 3

In the Mulliken picture, each atom carries the following charge in e:
1 C 0.675
2 H 0.369
3 H 0.196
4 O -0.264
5 H 0.304
6 H 0.385
7 C -0.316
8 O -0.423
9 O -0.470
10 C -0.455

=====

Most stable of them? model 2.

=====

Model 1:
Density functional theory data (wB97M-V/def2-TZVPD) for C8H11N as an isolated structure.

XYZ file:
```
20
C8H11N | the Open Molecules 2025 dataset | wB97M-V/def2-TZVPD
C -0.140 -0.778 0.461
C -0.022 0.521 -0.343
H -0.443 2.221 0.946
C 1.212 1.009 -0.212
C -1.115 0.286 -2.861
H 3.204 2.007 1.008
H -1.640 2.395 -0.759
H 0.364 -2.097 -1.104
H -1.421 -1.070 0.608
H 0.059 -3.091 0.346
H -1.765 -0.075 -3.678
H 1.707 -1.844 -0.024
C -0.459 0.191 -1.772
H -1.006 -0.550 2.191
C 0.631 -1.990 0.058
H -1.970 0.885 0.602
C -1.089 1.674 0.154
N 0.147 -0.235 1.797
C 2.360 1.204 0.220
H 1.387 -0.662 2.359
```

- E_HOMO (eV) = -8.9642

In the Mulliken picture, each atom carries the following charge in e:
1 C -0.464
2 C 2.645
3 H 0.315
4 C -1.003
5 C -0.393
6 H 0.302
7 H 0.315
8 H 0.283
9 H 0.337
10 H 0.270
11 H 0.359
12 H 0.357
13 C -1.195
14 H 0.361
15 C -1.251
16 H 0.251
17 C -0.934
18 N -0.490
19 C -0.349
20 H 0.285

=====

Model 2:
Density functional theory data (wB97M-V/def2-TZVPD) for one molecule with the formula C8H11N.

XYZ file:
```
20
C8H11N | the Open Molecules 2025 dataset | wB97M-V/def2-TZVPD
H 2.530 0.869 0.880
H 2.049 0.619 -1.639
C 0.388 -1.108 0.293
C 1.041 0.997 -1.474
H 1.717 -2.954 0.214
H 1.050 2.078 -1.648
N -1.312 0.415 1.534
C 1.098 -2.094 0.265
H 1.112 0.869 1.994
C 1.504 1.202 1.031
H -3.199 -0.831 -0.249
H -1.482 1.502 -0.427
H 1.479 2.298 1.037
C -2.301 -1.412 -0.035
H -1.952 -1.874 -0.959
C -0.881 0.860 0.212
C -1.259 -0.513 0.550
H -2.541 -2.203 0.679
H 0.358 0.545 -2.194
C 0.599 0.735 -0.066
```

- E_HOMO (alpha / beta) (eV) = -7.9574 / -7.9489

In the Mulliken picture, each atom carries the following charge in e:
1 H 0.376
2 H 0.351
3 C -0.863
4 C -1.511
5 H 0.440
6 H 0.413
7 N -0.879
8 C -0.231
9 H 0.400
10 C -1.507
11 H 0.352
12 H 0.478
13 H 0.415
14 C -1.278
15 H 0.341
16 C -0.528
17 C 1.157
18 H 0.316
19 H 0.379
20 C 1.377

=====

Most stable of them? model 2.

=====

Model 1:
Density functional theory data (wB97M-V/def2-TZVPD) for a 4-piece molecular cluster, H8O4 overall.

XYZ file:
```
12
H8O4 | the Open Molecules 2025 dataset | wB97M-V/def2-TZVPD
O 1.943 2.203 -1.656
O -2.428 -3.394 0.588
H 1.844 1.507 2.979
O 2.411 0.919 2.480
H 2.415 1.282 1.595
O -2.232 0.143 -1.584
H -3.218 -3.790 0.956
H 2.110 1.522 -2.308
H 2.508 2.930 -1.917
H -1.408 0.628 -1.542
H -2.162 -0.508 -0.885
H -1.784 -3.442 1.295
```

- structure (SMILES) = O.O.O.O
- E_HOMO (eV) = -11.2420

In the Mulliken picture, each atom carries the following charge in e:
1 O -0.632
2 O -0.633
3 H 0.318
4 O -0.646
5 H 0.326
6 O -0.645
7 H 0.317
8 H 0.324
9 H 0.311
10 H 0.318
11 H 0.321
12 H 0.320

=====

Model 2:
Density functional theory data (wB97M-V/def2-TZVPD) for a 4-piece molecular cluster, H8O4 overall.

XYZ file:
```
12
H8O4 | the Open Molecules 2025 dataset | wB97M-V/def2-TZVPD
H -0.755 -1.605 -2.028
H 0.148 1.663 1.387
H 0.567 0.513 -0.385
O -0.805 -2.047 -1.177
H 0.030 -0.742 1.704
O -0.631 -0.099 1.126
H -0.053 2.993 1.075
H -1.032 -0.610 0.513
H 1.496 -0.192 -1.209
H -0.782 -2.925 -1.415
O 0.583 2.417 1.473
O 1.232 0.633 -1.066
```

- structure (SMILES) = O.O.O.O
- E_HOMO (eV) = -10.8339

In the Mulliken picture, each atom carries the following charge in e:
1 H 0.316
2 H 0.291
3 H 0.390
4 O -0.597
5 H 0.358
6 O -0.719
7 H 0.321
8 H 0.283
9 H 0.260
10 H 0.285
11 O -0.582
12 O -0.605

=====

Model 3:
Density functional theory data (wB97M-V/def2-TZVPD) for a 4-piece molecular cluster, H8O4 overall.

XYZ file:
```
12
H8O4 | the Open Molecules 2025 dataset | wB97M-V/def2-TZVPD
H 14.110 -29.542 -12.444
O 13.959 -29.686 -13.378
H 17.828 -31.524 -10.286
H 12.318 -27.640 -10.428
O 14.713 -29.559 -10.503
H 14.699 -28.960 -9.757
H 15.380 -30.208 -10.276
H 14.451 -30.481 -13.582
O 16.966 -31.409 -9.885
O 11.853 -28.474 -10.355
H 16.463 -32.170 -10.175
H 12.444 -29.114 -10.751
```

- structure (SMILES) = O.O.O.O
- E_HOMO (eV) = -11.0746

In the Mulliken picture, each atom carries the following charge in e:
1 H 0.377
2 O -0.634
3 H 0.319
4 H 0.312
5 O -0.636
6 H 0.313
7 H 0.314
8 H 0.291
9 O -0.670
10 O -0.639
11 H 0.326
12 H 0.328

=====

Most stable of them? model 3.

=====

Model 1:
Density functional theory data (wB97M-V/def2-TZVPD) for H8O4 as an isolated structure.

XYZ file:
```
12
H8O4 | the Open Molecules 2025 dataset | wB97M-V/def2-TZVPD
O 1.621 -1.969 0.095
O 0.682 -0.085 0.596
H 0.234 3.425 -1.257
H -2.757 -0.741 0.385
H 1.235 -1.169 0.451
H -1.540 -1.580 0.059
O -2.235 -1.474 0.709
H 0.352 0.814 0.611
H -0.452 2.466 -0.307
H 2.445 -1.684 -0.298
H 0.166 -0.518 -0.085
O 0.249 2.516 -0.958
```

- E_HOMO (eV) = -10.3751

In the Mulliken picture, each atom carries the following charge in e:
1 O -0.781
2 O -0.555
3 H 0.302
4 H 0.317
5 H 0.545
6 H 0.298
7 O -0.608
8 H 0.282
9 H 0.315
10 H 0.274
11 H 0.223
12 O -0.612

=====

Model 2:
Density functional theory data (wB97M-V/def2-TZVPD) for a 4-piece molecular cluster, H8O4 overall.

XYZ file:
```
12
H8O4 | the Open Molecules 2025 dataset | wB97M-V/def2-TZVPD
H 13.296 11.475 5.774
H 12.141 13.260 5.079
H 11.097 13.771 4.110
H 12.967 11.691 4.312
H 11.939 14.120 6.224
O 10.263 14.217 7.075
H 10.444 13.277 7.036
O 12.628 14.517 6.758
H 10.258 14.498 6.160
O 11.248 13.600 5.039
H 12.292 14.474 7.653
O 12.737 11.989 5.192
```

- structure (SMILES) = O.O.O.O
- E_HOMO (eV) = -9.7953

In the Mulliken picture, each atom carries the following charge in e:
1 H 0.297
2 H 0.236
3 H 0.261
4 H 0.292
5 H 0.610
6 O -0.746
7 H 0.343
8 O -0.710
9 H 0.347
10 O -0.709
11 H 0.335
12 O -0.555

=====

Most stable of them? model 1.